Computed, not measured: a 7-piece molecular cluster, C34H69NO18 overall, with wB97M-V/def2-TZVPD.

Values from the calculation:
SMILES: CC(=O)OC(=O)COC(=O)Oc1cccnc1.COCCOC.COCCOC.COCCOC.COCCOC.COCCOC.COCCOC
2S+1: 1
F_max: 0.39 eV/Å
HOMO-LUMO gap: 0.342 Ha

Positions of all 122 atoms, in Å:
C1 -0.197 -1.405 -1.295
C2 -1.008 -0.517 -0.399
O1 -0.666 -0.038 0.624
O2 -2.340 -0.296 -0.870
C3 -2.556 0.907 -1.441
O3 -1.691 1.690 -1.705
C4 -4.019 1.146 -1.793
O4 -4.813 1.573 -0.682
C5 -4.938 0.739 0.392
O5 -4.140 0.655 1.266
O6 -6.135 0.092 0.427
C6 -6.448 -0.645 -0.713
C7 -7.345 -0.163 -1.646
C8 -7.585 -0.960 -2.755
C9 -6.922 -2.178 -2.866
N1 -6.077 -2.647 -1.951
C10 -5.851 -1.887 -0.886
H1 0.572 -0.783 -1.759
H2 -0.804 -1.892 -2.054
H3 0.300 -2.149 -0.670
H4 -4.028 1.975 -2.500
H5 -4.451 0.266 -2.280
H6 -7.815 0.802 -1.501
H7 -8.277 -0.650 -3.529
H8 -7.089 -2.802 -3.738
H9 -5.168 -2.256 -0.126
C11 -0.776 2.915 -8.008
O7 -1.316 4.141 -7.553
C12 -2.714 4.098 -7.325
C13 -3.043 3.960 -5.856
O8 -2.625 2.709 -5.334
C14 -1.418 2.782 -4.588
H10 0.309 3.010 -7.983
H11 -1.076 2.081 -7.369
H12 -1.087 2.709 -9.038
H13 -3.169 3.275 -7.887
H14 -3.136 5.037 -7.696
H15 -4.129 4.025 -5.731
H16 -2.589 4.781 -5.293
H17 -1.582 3.288 -3.635
H18 -0.631 3.299 -5.144
H19 -1.101 1.761 -4.390
C15 0.022 1.302 4.822
O9 0.502 -0.027 4.905
C16 -0.111 -0.789 5.934
C17 -1.150 -1.730 5.365
O10 -2.227 -1.029 4.772
C18 -2.093 -0.935 3.360
H20 0.407 1.726 3.896
H21 -1.070 1.334 4.801
H22 0.385 1.901 5.664
H23 -0.562 -0.128 6.681
H24 0.669 -1.379 6.428
H25 -1.550 -2.358 6.167
H26 -0.678 -2.387 4.626
H27 -2.254 -1.915 2.894
H28 -1.104 -0.568 3.083
H29 -2.840 -0.241 2.988
C19 3.571 -3.599 6.164
O11 4.621 -3.469 5.225
C20 4.627 -4.480 4.231
C21 4.034 -3.990 2.930
O12 2.652 -3.707 3.047
C22 2.385 -2.318 3.179
H30 3.559 -2.690 6.763
H31 2.602 -3.715 5.671
H32 3.742 -4.456 6.825
H33 4.083 -5.365 4.577
H34 5.670 -4.767 4.062
H35 4.145 -4.772 2.171
H36 4.574 -3.103 2.579
H37 2.582 -1.795 2.236
H38 2.986 -1.867 3.972
H39 1.333 -2.201 3.427
C23 5.190 0.061 2.343
O13 6.196 0.337 1.386
C24 6.241 -0.607 0.327
C25 5.582 -0.092 -0.930
O14 4.180 0.070 -0.765
C26 3.783 1.410 -0.549
H40 5.126 0.924 3.005
H41 4.217 -0.099 1.871
H42 5.448 -0.821 2.941
H43 5.769 -1.549 0.623
H44 7.296 -0.811 0.115
H45 5.735 -0.825 -1.728
H46 6.045 0.851 -1.239
H47 3.889 2.003 -1.464
H48 4.365 1.878 0.249
H49 2.732 1.395 -0.261
C27 -4.011 7.229 -0.107
O15 -4.240 5.856 -0.351
C28 -3.863 5.016 0.730
C29 -5.057 4.574 1.544
O16 -5.675 5.653 2.226
C30 -6.851 6.122 1.596
H50 -4.488 7.786 -0.912
H51 -4.438 7.546 0.848
H52 -2.939 7.454 -0.111
H53 -3.139 5.523 1.376
H54 -3.379 4.131 0.307
H55 -4.722 3.857 2.299
H56 -5.779 4.066 0.894
H57 -7.666 5.398 1.702
H58 -6.687 6.324 0.534
H59 -7.139 7.047 2.094
C31 6.762 -5.189 -3.419
O17 6.427 -6.015 -2.321
C32 6.949 -5.558 -1.085
C33 5.898 -4.854 -0.259
O18 5.459 -3.641 -0.844
C34 4.207 -3.742 -1.499
H60 6.176 -5.530 -4.271
H61 6.526 -4.140 -3.221
H62 7.826 -5.277 -3.665
H63 7.802 -4.891 -1.251
H64 7.305 -6.433 -0.533
H65 6.322 -4.599 0.719
H66 5.044 -5.519 -0.096
H67 3.397 -3.859 -0.770
H68 4.187 -4.581 -2.199
H69 4.051 -2.813 -2.045

Computed, not measured: a 3-piece molecular cluster, C34H70N8O6P2SSi overall, with wB97M-V/def2-TZVPD.

Values from the calculation:
SMILES: C[Si](C)(CCCCCCCC[C@@H](C#N)[C@@](C#N)(COO)S(C)(=O)=O)c1ccccc1.CN(C)P(=O)(N(C)C)N(C)C.CN(C)P(=O)(N(C)C)N(C)C
2S+1: 1
F_max: 7.23 eV/Å
HOMO-LUMO gap: 0.264 Ha

Positions of all 122 atoms, in Å:
C1 -1.495 -0.523 -2.431
Si1 -2.918 0.589 -1.699
C2 -2.048 1.907 -0.617
C3 -4.150 -0.541 -0.763
C4 -3.498 -1.431 0.415
C5 -3.547 -3.023 0.178
C6 -5.006 -3.623 -0.144
C7 -4.769 -5.177 -0.621
C8 -4.792 -5.372 -2.218
C9 -3.447 -4.934 -2.985
C10 -2.196 -5.931 -2.776
C11 -1.234 -5.564 -1.539
C12 -0.624 -6.972 -1.010
N1 0.145 -7.911 -0.924
C13 -0.109 -4.449 -1.852
C14 -0.358 -3.704 -3.273
N2 -0.781 -3.355 -4.348
C15 -0.013 -3.352 -0.642
O1 0.008 -3.974 0.665
O2 0.582 -3.047 1.483
S1 1.640 -5.157 -1.990
C16 2.817 -3.807 -2.583
O3 1.732 -6.260 -3.025
O4 2.194 -5.571 -0.627
C17 -3.790 1.351 -3.265
C18 -5.110 0.642 -3.725
C19 -5.887 1.145 -5.019
C20 -5.273 2.358 -5.780
C21 -3.945 3.083 -5.301
C22 -3.162 2.591 -4.019
H1 -0.628 -0.645 -1.692
H2 -2.016 -1.519 -2.707
H3 -1.120 -0.072 -3.414
H4 -2.736 2.495 0.084
H5 -1.282 1.352 0.053
H6 -1.406 2.605 -1.291
H7 -4.603 -1.260 -1.532
H8 -5.007 0.069 -0.284
H9 -2.383 -1.171 0.629
H10 -4.047 -1.219 1.417
H11 -3.105 -3.631 1.066
H12 -2.877 -3.255 -0.723
H13 -5.609 -3.624 0.849
H14 -5.579 -3.085 -0.975
H15 -5.700 -5.744 -0.214
H16 -3.864 -5.660 -0.108
H17 -5.678 -4.801 -2.702
H18 -4.987 -6.491 -2.447
H19 -3.697 -4.966 -4.121
H20 -3.135 -3.830 -2.793
H21 -2.653 -6.972 -2.531
H22 -1.595 -6.100 -3.752
H23 -1.848 -5.159 -0.640
H24 0.983 -2.764 -0.773
H25 -0.848 -2.569 -0.682
H26 0.181 -3.109 2.386
H27 3.654 -4.217 -3.244
H28 2.283 -2.972 -3.157
H29 3.252 -3.313 -1.625
H30 -5.572 -0.278 -3.208
H31 -6.838 0.586 -5.331
H32 -5.818 2.707 -6.740
H33 -3.510 3.967 -5.901
H34 -2.200 3.081 -3.634
O5 -0.800 2.691 3.120
P1 -0.664 2.359 4.620
N3 0.969 2.857 4.719
C23 2.050 2.231 3.985
C24 1.128 4.313 4.698
N4 -0.900 0.674 4.423
C25 0.072 -0.377 4.629
C26 -1.784 0.275 3.326
N5 -0.563 2.003 6.371
C27 -1.577 2.772 7.102
C28 0.646 1.937 7.185
H35 3.013 2.551 4.391
H36 2.025 2.465 2.916
H37 2.051 1.148 4.109
H38 0.606 4.761 5.550
H39 0.718 4.749 3.780
H40 2.177 4.613 4.778
H41 0.744 -0.485 3.767
H42 -0.427 -1.345 4.772
H43 0.673 -0.241 5.524
H44 -1.251 0.281 2.366
H45 -2.644 0.943 3.249
H46 -2.188 -0.731 3.484
H47 -1.310 3.832 7.152
H48 -1.716 2.394 8.121
H49 -2.548 2.692 6.599
H50 1.065 2.930 7.392
H51 1.430 1.327 6.734
H52 0.422 1.466 8.148
O6 4.230 4.075 1.037
P2 4.850 3.130 -0.012
N6 6.017 4.266 -0.539
C29 5.689 5.534 -1.157
C30 7.116 4.444 0.413
N7 3.439 3.039 -0.977
C31 3.253 3.572 -2.309
C32 2.162 3.137 -0.261
N8 5.560 1.995 -1.199
C33 6.025 0.779 -0.520
C34 6.500 2.317 -2.268
H53 6.580 5.965 -1.623
H54 5.281 6.259 -0.444
H55 4.984 5.415 -1.979
H56 7.640 3.495 0.564
H57 6.752 4.791 1.386
H58 7.860 5.160 0.052
H59 3.035 4.647 -2.291
H60 2.408 3.081 -2.809
H61 4.101 3.399 -2.966
H62 1.906 4.181 -0.043
H63 2.196 2.585 0.680
H64 1.345 2.701 -0.846
H65 6.933 0.971 0.060
H66 6.224 -0.031 -1.230
H67 5.254 0.413 0.169
H68 7.511 2.510 -1.892
H69 6.190 3.178 -2.862
H70 6.564 1.479 -2.973